(1)
{
  "formula": "C5H11NO",
  "method": "wB97M-V/def2-TZVPD",
  "species": ["C", "N", "C", "C", "C", "C", "H", "H", "H", "H", "H", "H", "H", "H", "H", "H", "H", "O"],
  "xyz": [[2.70571, 0.74114, 0.63083], [0.38682, 0.10478, -1.17766], [0.41207, -0.35353, 0.22730], [1.35916, 0.15846, 1.08074], [-1.79099, -1.72741, -0.01732], [-0.66662, -1.37865, 0.69758], [2.69539, 1.70408, 0.05619], [3.46032, 0.05275, 0.20725], [3.38419, 1.13398, 1.43879], [1.29540, 0.00658, -1.57906], [-0.31354, -0.35820, -1.80042], [1.17443, -0.30666, 2.06897], [-2.27289, -1.14130, -0.79500], [-2.42837, -2.54555, 0.32298], [-0.54136, -1.41342, 1.74233], [-1.43015, 1.17324, -0.91582], [-1.98167, 2.61502, -0.75201], [-2.23319, 1.71324, -0.93317]],
  "forces_ev_per_angstrom": [[0.82, 1.15, 1.26], [-1.30, -0.64, 0.71], [-2.75, -1.96, -0.84], [0.42, -0.22, 0.19], [-1.07, -0.75, -0.22], [3.13, 3.97, -2.23], [-0.51, -1.05, -0.31], [-0.55, -0.20, -0.72], [-1.07, -0.46, 0.29], [0.54, 0.11, -0.35], [0.95, -0.02, 1.14], [0.97, 0.62, -0.28], [0.39, 0.09, -0.21], [0.09, 0.19, 0.17], [-0.10, -0.98, 1.38], [0.29, 0.27, 0.18], [0.40, 0.14, 0.11], [-0.64, -0.27, -0.27]],
  "nbo_charge": [-0.655, -0.906, 0.134, -0.460, -0.690, -0.370, 0.194, 0.165, 0.194, 0.360, 0.370, 0.185, 0.162, 0.163, 0.169, 0.501, 0.455, -0.971],
  "e_homo_ev": [0.1690, -2.7813],
  "homo_lumo_gap_ev": [3.9, 6.8],
  "spin_multiplicity": 2,
  "total_charge": -1
}

---

(2)
{
  "formula": "C5H11NO",
  "method": "wB97M-V/def2-TZVPD",
  "species": ["C", "C", "N", "C", "C", "C", "O", "H", "H", "H", "H", "H", "H", "H", "H", "H", "H", "H"],
  "xyz": [[1.48827, 1.17880, 1.20015], [0.08200, 0.51727, 0.89540], [0.07669, -0.14861, -0.42224], [0.90461, 0.32477, -1.52592], [-1.05889, -0.85606, -0.89105], [-1.95323, -1.39153, 0.22757], [-1.06499, -1.34811, -1.99791], [2.24021, 1.10322, 0.38078], [1.20760, 2.17207, 1.52989], [1.98115, 0.79524, 2.10625], [-0.71050, 1.28270, 1.00347], [-0.10979, -0.30641, 1.57880], [0.70638, -0.12213, -2.49493], [1.91641, -0.02489, -1.35090], [0.67592, 1.37914, -1.76737], [-2.61968, -0.65249, 0.69239], [-2.49616, -2.23337, -0.16777], [-1.26598, -1.66961, 1.00341]],
  "forces_ev_per_angstrom": [[-0.65, -0.51, 0.51], [1.27, -0.33, -0.61], [-1.77, 0.00, -1.72], [0.02, 0.35, -0.33], [1.75, -1.22, 1.79], [-0.12, 1.13, -0.43], [-0.78, 0.50, -0.40], [-0.92, 0.50, 0.64], [0.64, 0.62, -0.60], [-0.32, -0.48, -0.35], [0.29, -0.36, -0.18], [-0.02, 0.41, 0.46], [-0.76, -0.68, 0.39], [0.48, 1.01, 0.10], [1.00, -0.02, 0.62], [0.03, -0.12, -0.35], [-0.23, -0.18, 0.04], [0.09, -0.62, 0.44]],
  "nbo_charge": [-0.637, -0.204, -0.460, -0.446, 0.688, -0.709, -0.609, 0.230, 0.216, 0.215, 0.183, 0.200, 0.253, 0.201, 0.193, 0.224, 0.242, 0.219],
  "e_homo_ev": -9.1161,
  "smiles": "CCN(C)C(C)=O",
  "homo_lumo_gap_ev": 9.9,
  "spin_multiplicity": 1
}

---

(3)
{
  "formula": "C5H11NO",
  "method": "wB97M-V/def2-TZVPD",
  "species": ["C", "C", "C", "C", "O", "N", "C", "H", "H", "H", "H", "H", "H", "H", "H", "H", "H", "H"],
  "xyz": [[-0.81986, 2.26359, -0.23939], [-1.00873, 0.94273, 0.49858], [-0.18443, -0.18082, -0.13410], [1.27556, 0.12310, 0.12915], [1.94203, 0.93068, -0.46202], [-0.49440, -1.46237, 0.49219], [-0.22728, -2.60428, -0.36491], [0.10242, 2.81576, -0.05563], [-1.56192, 3.01972, 0.06378], [-1.04641, 2.19817, -1.30803], [-2.06912, 0.73031, 0.49978], [-0.63820, 1.07104, 1.51826], [-0.34138, -0.22909, -1.21541], [1.67028, -0.35316, 1.05580], [-1.48487, -1.39881, 0.71372], [-0.82060, -3.43958, -0.01027], [0.83275, -2.85152, -0.33298], [-0.39976, -2.43870, -1.43610]],
  "forces_ev_per_angstrom": [[-0.96, 1.36, -0.11], [1.07, 0.84, -0.31], [0.26, -0.57, 0.07], [0.23, 0.67, 0.58], [-0.04, -0.25, -0.31], [-0.79, 0.63, -0.17], [0.36, 0.06, -0.07], [0.32, -0.65, -0.28], [-0.12, -0.44, 0.38], [0.55, -0.30, -0.01], [-0.23, -0.48, 0.13], [-0.38, -0.11, 0.19], [-0.08, 0.22, -0.18], [-0.07, -0.19, -0.19], [0.17, -0.47, 0.03], [0.11, -0.25, -0.09], [0.11, -0.22, 0.32], [-0.50, 0.14, 0.02]],
  "nbo_charge": [-0.617, -0.398, -0.166, 0.438, -0.517, -0.611, -0.416, 0.227, 0.210, 0.208, 0.211, 0.212, 0.186, 0.113, 0.356, 0.207, 0.191, 0.168],
  "e_homo_ev": -9.3335,
  "smiles": "CC[C@@H](C=O)NC",
  "homo_lumo_gap_ev": 10.3,
  "spin_multiplicity": 1
}

---

Short version: energy = -327.00266, -327.07720, -327.07536 hartree, in the order given.
Short version: relative energy (zero: lowest compared OMol25 entry of this formula, charge and spin) = 45.3, 34.0, 35.1 kcal/mol, in the order given.
Short version: largest force on an atom = 5.5, 2.8, 1.7 eV/Å, in the order given.